ORCA calculation (ωB97M-V/def2-TZVPD) on 6 unconnected molecules or ions with the total composition C35H71N2O12 at a distorted geometry.

XYZ file:
```
120
Properties=species:S:1:pos:R:3:forces:R:3
C 3.362066 2.579117 -1.085347 -0.734 -1.238 -1.071
C 4.123280 1.150071 -0.668095 -0.028 -1.354 0.021
C 5.727416 1.300660 -0.237511 -0.303 0.379 -1.457
N 3.467522 -0.053991 -0.725866 -0.080 5.074 3.492
C 2.977399 -0.514969 0.627971 1.418 -1.489 -0.421
C 4.147936 -1.135923 1.609139 -0.653 -0.535 0.599
C 5.060574 -2.313012 0.920573 1.521 -2.684 -4.096
O 5.125453 -2.614883 -0.379106 -0.696 2.321 7.873
C 5.968416 -3.270829 1.946245 1.847 -1.894 1.910
C 5.870972 -3.158927 3.594576 1.992 -2.175 -1.260
C 6.726865 -4.118496 4.631272 0.532 -0.766 -4.481
C 7.733031 -5.268458 3.955096 -2.409 2.917 -2.717
C 7.862810 -5.363151 2.304596 -2.346 2.358 1.460
C 7.010043 -4.394643 1.287972 -0.427 0.225 4.142
C 2.252301 0.699349 1.519879 1.282 1.575 -1.627
N 1.411551 0.168563 2.666586 -0.656 0.573 1.294
C 0.425258 -0.921863 2.262693 -1.148 -1.735 -1.343
C 0.645760 -1.253434 0.670061 -1.324 -1.054 -0.353
O 2.028263 -1.644237 0.354319 -0.807 2.758 1.641
H 3.458117 3.403365 -0.246978 0.199 -1.751 -1.731
H 3.714153 2.971951 -2.154325 -0.494 -0.681 2.509
H 2.212645 2.291234 -1.226308 2.533 0.658 0.339
H 6.359783 0.515554 -0.876602 -1.622 1.453 1.591
H 6.092066 2.364081 -0.624899 -0.747 -2.202 1.306
H 5.918804 1.132743 0.904469 -0.373 0.443 -2.216
H 4.794715 -0.282809 2.123173 -1.097 -1.876 -1.378
H 3.565564 -1.657651 2.511272 1.298 0.846 -1.827
H 5.143164 -2.337288 4.035146 1.739 -1.963 -0.883
H 6.628825 -4.025614 5.814217 0.178 -0.156 -3.007
H 8.358157 -6.015464 4.607768 -1.422 1.735 -1.366
H 8.583790 -6.191663 1.861550 -1.734 2.033 0.982
H 7.115544 -4.497694 0.111445 -0.304 0.290 2.889
H 1.621740 1.388432 0.791810 0.985 -1.703 1.726
H 3.063521 1.422938 2.006262 -1.564 -1.758 -1.120
H 0.820670 0.944910 3.087071 1.145 -0.889 -0.665
H 2.011763 -0.181416 3.468856 -0.657 0.515 -1.364
H 0.663851 -1.885450 2.882757 -0.503 1.940 -1.167
H -0.699451 -0.571346 2.443327 2.607 -0.716 -0.356
H 0.210560 -0.400365 -0.029604 1.154 -1.562 1.523
H -0.029277 -2.210080 0.437925 1.583 2.130 0.563
C -6.018477 -0.169638 -1.023508 0.011 0.006 -0.066
O -5.362043 1.091882 -0.962271 0.326 -0.140 0.437
C -4.692965 1.294924 0.286007 0.129 0.275 -0.604
C -3.182895 1.071206 0.150078 -0.465 -0.432 0.213
O -2.884265 -0.303136 -0.114580 0.130 0.334 -0.154
C -2.580732 -0.533689 -1.486224 -0.079 -0.250 0.067
H -6.320322 -0.349204 -2.057873 0.044 0.127 0.089
H -5.362987 -0.983642 -0.706343 -0.091 0.017 0.004
H -6.914552 -0.150143 -0.395132 0.003 -0.123 0.012
H -5.115778 0.651588 1.066833 0.124 -0.034 -0.105
H -4.867722 2.334648 0.575795 0.061 0.029 0.057
H -2.703557 1.323920 1.100400 -0.018 0.085 0.096
H -2.757138 1.720771 -0.624547 -0.137 -0.069 0.000
H -1.589365 -0.133671 -1.716290 0.069 0.088 -0.172
H -3.324816 -0.082494 -2.149083 0.063 -0.029 0.072
H -2.570050 -1.613415 -1.658116 -0.036 0.164 0.066
C -2.509681 -2.123403 -5.157618 -0.028 -0.076 0.196
O -3.679072 -2.452335 -4.415720 0.036 0.167 -0.404
C -4.872710 -1.979636 -5.047286 -0.108 -0.569 0.209
C -5.608465 -3.115706 -5.766208 0.322 0.420 -0.437
O -4.858801 -3.589755 -6.889291 0.042 -0.091 0.578
C -4.187512 -4.813843 -6.610594 -0.010 0.085 -0.214
H -1.670789 -2.686981 -4.742998 -0.137 0.027 0.048
H -2.613634 -2.381339 -6.213802 -0.033 0.034 0.015
H -2.297607 -1.054236 -5.057147 0.056 0.038 -0.116
H -4.651713 -1.157038 -5.737818 -0.003 -0.158 0.000
H -5.519029 -1.590051 -4.256060 -0.053 0.023 0.017
H -6.555308 -2.729930 -6.155322 -0.002 0.018 0.046
H -5.838174 -3.935403 -5.074413 0.110 0.090 -0.010
H -4.912259 -5.632004 -6.577335 0.052 -0.090 0.079
H -3.635696 -4.769689 -5.667106 -0.058 0.008 -0.012
H -3.478664 -5.008041 -7.420095 -0.163 0.104 0.053
C 10.577965 4.598262 3.291280 0.073 -0.006 0.184
O 9.408574 4.269329 4.033177 -0.274 0.105 -0.525
C 8.214936 4.742028 3.401611 0.093 -0.559 0.368
C 7.479181 3.605959 2.682690 0.408 0.430 -0.396
O 8.228845 3.131910 1.559606 -0.091 -0.174 0.477
C 8.900134 1.907821 1.838303 0.109 0.164 -0.181
H 11.416857 4.034683 3.705900 -0.169 0.057 0.054
H 10.474012 4.340325 2.235095 -0.033 0.028 -0.003
H 10.790039 5.667428 3.391750 0.055 -0.017 -0.104
H 8.435933 5.564627 2.711080 -0.025 -0.167 -0.018
H 7.568617 5.131614 4.192838 -0.044 0.022 -0.006
H 6.532338 3.991735 2.293575 -0.054 0.068 0.001
H 7.249472 2.786261 3.374484 0.144 0.070 0.022
H 8.175387 1.089661 1.871562 0.027 -0.162 0.093
H 9.451950 1.951975 2.781791 -0.087 0.005 -0.042
H 9.608982 1.713624 1.028803 -0.168 0.094 0.059
C -5.136276 5.020963 -0.719219 -0.060 -0.108 0.116
O -4.466967 5.278879 0.510249 0.198 0.252 -0.304
C -3.356197 6.165843 0.347232 -0.429 0.101 0.503
C -3.705364 7.584695 0.809598 -0.018 -0.027 -0.669
O -4.679554 8.184923 -0.049887 0.040 -0.401 0.438
C -5.983748 8.168857 0.520651 0.002 0.101 -0.176
H -6.082071 4.521805 -0.496553 0.151 0.011 0.061
H -5.349613 5.942168 -1.265781 0.051 0.001 0.017
H -4.526312 4.356055 -1.338921 -0.060 0.015 -0.124
H -3.004704 6.167448 -0.691416 -0.114 0.083 0.066
H -2.547453 5.782490 0.975338 0.066 0.019 0.038
H -2.805461 8.204079 0.752329 0.029 -0.023 0.016
H -4.048546 7.585644 1.851460 -0.009 -0.109 -0.127
H -6.042391 8.905975 1.326238 -0.089 -0.043 0.077
H -6.247770 7.179184 0.904658 0.049 0.050 0.004
H -6.701479 8.443735 -0.257021 0.199 0.004 0.054
C -4.743423 -4.031686 -1.528082 -0.102 0.141 -0.045
O -5.854647 -3.513018 -0.805413 -0.045 -0.413 -0.118
C -7.049248 -4.266698 -1.033417 0.066 0.178 0.619
C -7.350288 -5.200809 0.143720 0.195 -0.284 -0.551
O -6.371213 -6.239692 0.244559 0.077 0.523 0.218
C -5.424270 -5.988681 1.277509 -0.054 -0.206 -0.168
H -3.836157 -3.554329 -1.150901 -0.144 0.053 0.001
H -4.646084 -5.112147 -1.401619 -0.041 -0.015 0.016
H -4.849983 -3.791812 -2.590765 0.147 -0.083 0.014
H -6.985350 -4.828296 -1.973026 0.047 -0.029 0.143
H -7.867122 -3.547035 -1.126746 -0.049 -0.012 -0.005
H -8.314118 -5.687569 -0.031893 -0.005 0.039 -0.007
H -7.423447 -4.638994 1.083007 0.084 0.014 -0.138
H -5.891984 -6.149196 2.252819 0.060 0.074 0.093
H -5.021947 -4.972929 1.222700 -0.061 -0.009 -0.004
H -4.598874 -6.696924 1.165332 -0.184 0.024 -0.053
```
Forces are in eV/Å.

The calculation puts the maximum force at 8.24 eV/A. The calculation puts the HOMO energy at -10.660 eV. Its HOMO-LUMO gap is 0.2658 hartree. As for the charge: +1. Its spin multiplicity is 1.